This record from the Open Molecules 2025 dataset describes C21H22IrN2O2SbSe4 as an isolated structure. The level of theory is ωB97M-V/def2-TZVPD.

Summary:
2S+1: 2
HOMO (alpha / beta): -3.481 / -3.477 eV
DFT total energy: -299973.183 eV
Molecular weight: 964.2 g mol⁻¹
Energy above the lowest of the compared OMol25 structures with the same formula, charge and spin: 28.74 kcal/mol
Total charge: -1
HOMO-LUMO gap (alpha / beta): 0.1732 / 0.1707 hartree

Structure (XYZ):
```
53
Properties=species:S:1:pos:R:3:forces:R:3
C -3.7041 -1.9253 4.4083 0.01 -0.02 0.00
C -1.7302 2.7384 -3.4640 0.03 -0.13 -0.03
O 1.1154 -0.5176 0.4652 0.06 0.04 0.21
H 3.8104 -2.0444 -2.1775 0.00 0.00 0.00
C 1.7157 -1.4712 -0.4442 -0.04 0.00 -0.02
H 3.0657 -3.9073 -0.5025 0.01 0.01 0.00
C -1.0627 -0.4719 1.4141 0.13 -0.07 0.35
H -3.3439 2.2643 0.0157 0.01 0.01 0.02
C -1.6872 1.8291 -1.2415 -0.12 -0.19 -0.31
Se 0.9189 3.9272 -0.8266 0.05 -0.08 0.00
C 3.3772 -3.2339 0.3016 0.02 0.01 0.00
H -3.6930 0.1087 1.6874 0.00 -0.01 -0.02
C -2.9195 2.3949 -0.9704 0.10 0.07 0.08
H 2.8000 -3.4940 1.1911 -0.02 -0.01 -0.01
N -1.6520 0.3491 0.4514 0.07 -0.04 -0.86
Sb 3.4807 3.9451 -1.4086 0.02 -0.04 0.05
H -1.2809 2.8789 -4.4347 0.05 0.02 -0.01
H 1.0773 2.3143 -4.1391 -0.02 -0.02 0.00
H 0.2305 -2.8521 4.2194 0.00 0.00 -0.01
H 1.6337 -0.9890 -1.4193 -0.02 -0.01 0.00
H -0.0205 1.0293 -4.7659 -0.02 -0.07 -0.01
H -3.4256 3.9493 -3.9244 0.00 0.00 0.00
C 0.7103 -1.7760 2.4526 0.00 -0.05 -0.01
C -1.0935 1.9585 -2.5048 0.04 -0.10 -0.06
C 4.0717 -1.4298 -1.3097 0.00 0.00 -0.01
H 3.4597 -1.1143 0.7069 0.00 0.02 0.02
H -4.5011 3.6361 -1.7152 0.00 -0.01 0.00
N -0.9495 1.0974 -0.2740 0.29 0.22 0.90
C -2.9477 3.3360 -3.1708 -0.02 -0.03 0.06
C -3.3311 -0.5682 2.4469 -0.03 0.02 0.01
H 5.1212 -1.6153 -1.0742 0.00 0.00 -0.01
H 4.4288 -3.4369 0.5109 -0.01 0.00 0.01
Ir 1.0828 1.6935 0.0403 -0.39 0.20 -0.15
H -2.0112 -2.9672 5.1804 0.00 -0.01 -0.01
C 0.6766 1.3142 -3.9732 -0.07 0.18 0.02
H -4.3839 -2.2964 5.1646 0.01 0.01 0.01
H 1.0899 -2.3675 -0.4436 0.02 -0.01 0.03
Se 3.8538 2.5758 -3.3990 0.05 0.06 0.03
C -1.9685 -0.9507 2.4226 0.10 0.00 0.01
H 1.5195 0.6307 -3.9230 -0.07 0.05 -0.01
Se 3.4278 2.1356 0.4645 0.13 -0.09 -0.04
C -3.5548 3.1606 -1.9352 0.03 0.03 -0.04
C -0.1348 -2.2134 3.4240 0.03 -0.02 0.01
H -5.2135 -0.7451 3.4104 0.00 -0.01 -0.01
C -1.4967 -1.8282 3.4259 -0.07 0.03 -0.03
Se 0.8124 2.1702 2.3236 0.00 -0.02 -0.01
C 3.1835 -1.7767 -0.1167 0.00 0.01 -0.03
C 0.2459 -0.9247 1.4339 -0.20 -0.02 -0.15
O 0.0335 1.2389 -2.7006 -0.17 -0.03 0.04
H 3.9690 -0.3791 -1.5876 0.00 0.02 0.01
H 1.7604 -2.0303 2.4603 0.01 -0.02 -0.01
C -2.3923 -2.3018 4.4145 0.00 0.03 0.01
C -4.1739 -1.0480 3.4100 0.00 0.03 -0.01
```
Positions in Å, forces in eV/Å.